Record 1
C40H45I2N8OPS | wB97M-V/def2-TZVPD

XYZ file:
```
98
Properties=species:S:1:pos:R:3:forces:R:3
C 4.50674 -0.24697 2.16396 0.48 -0.17 -0.14
C 4.43816 0.84618 1.10845 0.00 0.22 0.32
C 3.82018 2.13517 1.63953 0.10 -0.14 0.46
C 2.34140 2.03499 2.01768 -0.03 -0.16 0.17
C 1.50144 1.20011 1.05170 0.53 0.43 -0.26
C 0.03687 1.58566 1.04977 -0.06 0.21 0.14
C -0.65299 1.58692 2.41377 0.11 -0.17 -0.71
C -0.99150 0.22942 3.06783 -0.99 0.64 0.94
C 0.13776 -0.69400 3.16192 0.65 -0.48 -0.34
N 1.03069 -1.41837 3.18717 -0.34 0.28 0.31
C -2.19293 -0.42839 2.36500 -0.42 -0.28 -0.17
I -4.15304 0.10101 2.98978 0.39 0.09 -0.02
C -2.06679 -1.27941 1.34106 0.16 0.18 -0.04
C -0.74736 -1.77167 0.80606 -0.16 -0.66 0.16
I -3.70790 -2.13327 0.33547 0.08 0.20 0.38
C -1.30490 0.58117 4.61156 0.40 -0.51 -0.23
C -0.01182 0.74021 5.27425 0.59 0.34 0.22
N 1.02721 0.91729 5.73376 -0.36 -0.18 -0.08
O -2.01771 -0.54264 5.21362 -0.13 0.53 0.27
C -1.42177 -1.26227 6.12128 0.31 -1.16 -0.59
N -0.94916 -2.12296 6.73401 -0.31 0.85 0.15
P -2.19093 2.24291 4.98300 0.19 1.45 0.95
S -1.02893 3.66278 5.62318 -0.01 -0.36 -0.34
H 5.06467 0.07538 3.03833 -0.18 0.23 0.30
H 5.04394 -1.09564 1.74467 -0.08 0.17 0.27
H 3.52352 -0.61251 2.44706 -0.11 0.15 0.37
H 5.44991 1.07378 0.77706 0.13 -0.04 -0.15
H 3.89402 0.47903 0.24170 0.02 0.01 -0.19
H 4.35957 2.37337 2.55797 0.11 0.19 0.07
H 3.99389 2.98066 0.97772 -0.14 -0.01 -0.35
H 1.94270 3.04519 2.10370 -0.14 0.14 -0.09
H 2.26275 1.59698 3.01377 0.00 -0.05 0.16
H 1.69386 0.15438 1.26591 -0.17 -0.18 -0.06
H 1.89011 1.38471 0.05113 -0.09 -0.04 -0.24
H 0.00910 2.62304 0.71747 -0.02 0.17 -0.02
H -0.55047 1.05654 0.30143 -0.06 -0.30 0.01
H -1.61040 2.07509 2.25028 -0.17 0.14 0.22
H -0.05437 2.19711 3.08489 0.02 0.03 0.26
H -0.34681 -2.46654 1.54078 0.10 -0.16 -0.05
H -0.00355 -0.99612 0.68037 -0.05 0.15 -0.18
H -0.86158 -2.34375 -0.10572 -0.09 0.20 -0.31
H -3.11210 1.88053 5.97199 -0.16 -0.51 -0.29
H -2.94640 2.60251 3.87545 -0.11 -0.31 -0.13
N -4.61346 4.18443 5.87687 -0.16 -0.28 -0.11
C -5.73545 3.46652 5.84948 0.02 0.01 -0.01
C -6.97116 3.95645 6.24020 0.00 0.01 0.01
C -7.04451 5.26587 6.68788 -0.01 0.02 0.01
C -5.88605 6.02419 6.72383 -0.03 -0.04 -0.01
C -4.69995 5.43846 6.30736 0.20 0.08 -0.01
H -5.63481 2.44414 5.49578 -0.05 -0.01 0.01
H -7.85004 3.32837 6.19542 0.01 -0.02 0.00
H -7.98963 5.68768 7.00404 0.00 0.00 0.00
H -5.89794 7.04900 7.06733 0.02 0.01 0.00
H -3.76832 5.99383 6.31678 -0.01 0.02 0.02
N -1.01429 -3.68492 -3.01205 -0.03 -0.03 -0.01
C -2.31752 -3.78439 -2.75167 -0.03 0.08 0.04
C -3.19942 -4.52564 -3.52389 -0.01 0.00 -0.01
C -2.70685 -5.20039 -4.62857 -0.04 -0.01 0.00
C -1.35621 -5.10578 -4.91827 -0.04 -0.07 -0.02
C -0.56100 -4.33889 -4.08145 0.04 0.06 0.09
H -2.67775 -3.23467 -1.88464 0.15 -0.20 -0.29
H -4.24854 -4.56977 -3.26325 0.00 0.01 0.02
H -3.36493 -5.78824 -5.25585 0.00 -0.01 0.00
H -0.92462 -5.60540 -5.77494 0.04 0.07 -0.02
H 0.49818 -4.23935 -4.28049 0.09 0.00 -0.05
N 1.62897 4.40736 -0.66777 -0.06 0.08 -0.08
C 2.08598 4.31593 -1.91504 0.08 -0.14 0.05
C 1.78950 5.22967 -2.91475 -0.02 0.02 0.01
C 0.96886 6.30137 -2.60467 -0.01 0.02 -0.02
C 0.48370 6.41406 -1.31217 0.02 0.00 -0.02
C 0.84396 5.44618 -0.38752 0.00 -0.06 0.14
H 2.72387 3.46220 -2.11861 0.01 0.01 -0.04
H 2.19319 5.10170 -3.90943 0.01 -0.02 0.00
H 0.71277 7.03650 -3.35659 0.00 0.00 0.00
H -0.15918 7.23399 -1.02365 0.00 0.00 0.02
H 0.48796 5.50196 0.63638 -0.02 0.04 -0.01
N 0.23182 -5.20619 -8.03619 0.04 -0.04 -0.04
C 1.41809 -5.64360 -8.45310 0.00 -0.02 0.07
C 1.89411 -5.46132 -9.74219 -0.02 0.01 -0.01
C 1.09241 -4.78964 -10.65042 0.01 0.01 -0.03
C -0.14534 -4.32897 -10.23296 0.02 -0.01 0.00
C -0.52562 -4.56147 -8.92027 -0.06 0.02 0.08
H 2.01359 -6.16639 -7.71266 0.03 -0.01 -0.03
H 2.86770 -5.83698 -10.02445 0.01 -0.01 0.01
H 1.42698 -4.62752 -11.66676 0.00 0.00 -0.01
H -0.80341 -3.80000 -10.90806 -0.02 0.01 0.01
H -1.48508 -4.21401 -8.55203 -0.01 0.02 -0.04
N 4.56643 -2.08008 0.00316 -0.10 -0.53 -0.69
C 3.24006 -2.17402 0.06726 -0.06 -0.03 0.00
C 2.47585 -2.92657 -0.81413 0.11 0.04 0.06
C 3.13187 -3.62187 -1.81583 0.02 0.00 -0.02
C 4.51202 -3.53509 -1.89742 -0.01 -0.01 -0.02
C 5.17875 -2.75348 -0.96654 0.01 -0.01 0.00
H 2.76981 -1.61594 0.87123 -0.02 -0.14 -0.07
H 1.40027 -2.96956 -0.71636 -0.02 0.00 -0.03
H 2.57752 -4.22415 -2.51984 -0.08 -0.05 -0.06
H 5.06251 -4.06208 -2.66481 0.01 0.00 0.00
H 6.25923 -2.66109 -0.99349 0.01 -0.02 -0.04
```
Forces are in eV/Å.

Summary:
**Orbital gap**: 8.32 eV
**Lowest unoccupied orbital energy**: -0.6 eV
**HOMO**: -8.883 eV


Record 2
C40H45N2P2PdS2SeSi | wB97M-V/def2-TZVPD

XYZ file:
```
94
Properties=species:S:1:pos:R:3:forces:R:3
Pd -0.17913 -0.00162 -1.05379 0.22 -0.70 -0.20
S -2.11386 -1.30866 -0.56498 0.25 0.10 0.12
P -0.96173 -1.64769 1.10197 0.16 0.22 -0.15
C 0.14298 -0.32650 0.92605 0.20 -0.10 -0.12
P 1.87910 -0.25779 0.91745 -0.36 -0.01 -0.16
S 2.13008 0.60515 -0.92303 -0.14 -0.05 0.18
C 2.79923 -1.80953 1.00190 -0.01 0.11 -0.03
C 2.71002 -2.56212 2.17181 0.04 -0.02 0.02
C 3.37533 -3.77189 2.26348 -0.02 -0.01 0.03
C 4.15179 -4.21885 1.20101 0.01 0.00 -0.01
C 4.25618 -3.46191 0.04457 0.00 -0.03 0.01
C 3.57121 -2.26015 -0.06260 -0.03 0.01 -0.01
C 2.51464 0.69784 2.30200 -0.07 -0.04 -0.04
C 1.63675 1.35151 3.16042 0.01 -0.01 0.01
C 2.13385 2.08677 4.22564 0.03 0.02 0.02
C 3.50425 2.18045 4.42091 -0.02 -0.01 0.00
C 4.38187 1.53006 3.56154 0.02 0.00 0.00
C 3.89037 0.78131 2.50618 0.03 0.00 0.02
C -1.91090 -1.56435 2.62095 -0.01 0.04 -0.03
C -1.31882 -1.03591 3.76338 -0.03 0.00 0.00
C -2.02769 -1.01418 4.95494 0.00 0.00 0.01
C -3.32391 -1.50995 4.99810 0.02 0.01 -0.01
C -3.91631 -2.02777 3.85353 -0.02 -0.01 0.01
C -3.20990 -2.05892 2.66185 -0.01 0.01 0.00
C -0.31223 -3.33231 1.02137 -0.02 0.09 0.09
C -0.50544 -4.23043 2.06450 -0.03 0.02 0.03
C 0.01025 -5.51623 1.97282 0.01 -0.04 0.01
C 0.72117 -5.89969 0.84820 0.00 0.00 0.00
C 0.92254 -4.99947 -0.19330 0.00 0.02 -0.01
C 0.40465 -3.72094 -0.10910 0.03 -0.03 -0.02
H 2.12772 -2.20165 3.01352 -0.01 0.00 0.00
H 3.29630 -4.36377 3.16557 0.00 0.00 0.01
H 4.68162 -5.15894 1.28077 0.00 -0.01 0.00
H 4.87082 -3.80507 -0.77698 0.00 -0.01 0.00
H 3.63490 -1.67070 -0.96804 0.00 0.00 0.00
H 0.57100 1.28295 2.98193 0.00 0.03 -0.02
H 1.45246 2.59103 4.89782 0.00 0.01 0.01
H 3.89248 2.75996 5.24781 0.00 0.00 0.01
H 5.44927 1.60098 3.72015 0.01 0.00 0.01
H 4.57402 0.25589 1.84903 0.00 0.01 0.00
H -0.31403 -0.63131 3.71782 -0.01 -0.03 0.01
H -1.57065 -0.60733 5.84710 -0.01 0.01 0.01
H -3.87833 -1.48655 5.92654 -0.01 0.00 0.01
H -4.92979 -2.40374 3.88934 0.00 0.00 0.01
H -3.66998 -2.45724 1.76472 -0.01 0.00 0.00
H -1.06281 -3.93685 2.94509 0.02 -0.01 -0.01
H -0.14984 -6.21600 2.78219 0.01 -0.01 0.00
H 1.11858 -6.90348 0.77656 0.01 -0.01 0.00
H 1.48317 -5.29744 -1.06922 0.00 -0.01 -0.01
H 0.56133 -3.01936 -0.92216 0.00 0.00 0.00
C -2.49232 1.79642 0.95139 0.06 0.00 -0.14
Si -1.57687 2.00064 -0.67394 -0.10 0.03 0.04
C -2.82001 2.06987 -2.14299 -0.03 0.10 0.19
C -2.24670 2.76743 -3.37876 0.03 -0.04 -0.02
C -4.00091 2.91385 -1.60844 -0.01 -0.03 0.01
C -3.41332 0.72813 -2.56956 -0.02 0.02 -0.06
C -0.40006 3.51144 -0.53498 -0.24 -0.03 0.09
C -1.33001 4.74841 -0.49059 0.03 -0.03 -0.04
C 0.62350 3.74862 -1.64267 0.06 -0.04 0.00
C 0.32388 3.44760 0.81201 0.01 -0.02 -0.02
H -2.93168 2.75172 1.24665 -0.01 0.03 -0.01
H -1.81184 1.47047 1.73588 0.00 -0.03 0.00
H -3.29666 1.06610 0.86084 0.03 -0.01 0.00
H -1.99768 3.81014 -3.18772 0.04 0.00 -0.01
H -2.99985 2.75623 -4.17167 0.00 0.01 -0.02
H -1.35736 2.26687 -3.76268 0.05 -0.04 -0.04
H -3.70892 3.91202 -1.28954 0.01 0.04 0.01
H -4.50677 2.42174 -0.77691 -0.01 0.01 -0.01
H -4.73114 3.03080 -2.41419 0.00 0.00 -0.01
H -2.66786 0.07123 -3.01479 0.01 -0.01 -0.01
H -4.17938 0.91669 -3.32727 -0.01 0.00 -0.02
H -3.89207 0.20379 -1.74319 -0.02 0.04 -0.01
H -1.77043 4.97250 -1.46155 -0.02 0.00 0.02
H -0.72311 5.61111 -0.20326 0.01 0.02 0.00
H -2.13054 4.65999 0.24466 -0.01 0.00 0.03
H 0.17076 3.84445 -2.62726 -0.06 0.00 -0.06
H 1.37789 2.96573 -1.67601 0.00 0.01 0.03
H 1.14400 4.68632 -1.42734 0.02 0.02 -0.04
H -0.37435 3.41397 1.65031 0.01 -0.01 0.01
H 0.93896 4.34456 0.92907 0.01 0.01 0.02
H 0.98259 2.58583 0.87471 0.05 -0.05 -0.01
Se -1.01384 -2.17183 -3.72856 0.15 0.02 0.10
N -0.15554 -0.66528 -3.26567 -0.33 0.55 0.15
C 0.32867 -0.11749 -4.36992 -0.05 -0.37 0.10
C 1.07924 1.08882 -4.43572 0.08 0.24 -0.09
C 1.51362 1.50961 -5.64987 -0.01 0.05 0.25
C 1.24322 0.77810 -6.85021 -0.06 -0.16 -0.16
C 0.54120 -0.37905 -6.83231 0.10 0.10 -0.16
C 0.06290 -0.86738 -5.57989 0.07 0.01 0.15
N -0.61395 -1.98714 -5.42963 -0.10 -0.02 -0.05
H 1.28069 1.64492 -3.53026 0.00 0.00 -0.01
H 2.08524 2.42511 -5.72411 0.01 0.01 0.02
H 1.61960 1.16912 -7.78547 -0.01 -0.01 -0.02
H 0.33260 -0.94986 -7.72590 0.01 0.02 -0.02
```
Forces are in eV/Å.

Summary:
**Relative energy (zero: lowest compared OMol25 entry of this formula, charge and spin)**: 0.0 kJ/mol
**Orbital gap**: 7.21 eV
**Net charge**: +1
**Lowest unoccupied orbital energy**: -3.4 eV
**HOMO**: -10.642 eV


no.,E_tot (Eh)
1,-3399.265922
2,-5958.509250